(w)
The following is a DFT calculation (ωB97M-V with the def2-TZVPD basis set) of a 5-piece molecular cluster, C4H14O4 overall.

The geometry in XYZ format:
```
22
Properties=species:S:1:pos:R:3:nbo_charge:R:1
O -0.70386 -1.85611 -1.60908 -1.005
O 1.84792 -0.79731 -1.53948 -0.975
O -1.76740 -1.32376 0.92320 -0.976
O 1.18498 -1.35767 1.19014 -0.971
C -0.07571 2.09822 -1.49745 -0.382
C 0.21725 1.50417 0.87432 -0.259
C -0.20204 1.22960 -0.49301 -0.250
C -0.41100 1.32236 2.03913 -0.353
H -1.48013 1.24184 2.15192 0.202
H -1.68303 -1.74835 0.05182 0.505
H -0.30924 1.81134 -2.50265 0.207
H 1.78817 0.16262 -1.46863 0.482
H 1.87507 -1.08835 -0.60734 0.507
H 1.59906 -0.62681 1.66016 0.471
H 1.15160 2.05429 1.00881 0.207
H -0.64415 0.29405 -0.81591 0.235
H 0.11528 1.24340 2.97315 0.191
H 0.18946 -1.48011 -1.76578 0.513
H 0.15013 3.12092 -1.21057 0.191
H -2.36682 -1.91826 1.38816 0.472
H 0.23736 -1.14983 1.24435 0.509
H -0.71288 -2.73626 -1.99527 0.478
```

E_LUMO: 0.56 eV
HOMO: -9.01 eV
SMILES: C=CC=C.O.O.O.O
orbital gap: 9.57 eV

***

(x)
The following is a DFT calculation (ωB97M-V with the def2-TZVPD basis set) of a 4-piece molecular cluster, C4H14O4 overall.

The geometry in XYZ format:
```
22
Properties=species:S:1:pos:R:3:nbo_charge:R:1
O 0.53120 1.58047 2.85521 -0.985
O -0.72569 0.60933 -1.10845 -0.725
O 2.86925 0.17538 0.21250 -0.949
O -0.30806 2.79478 0.74629 -0.938
C -1.73672 -1.48650 0.51185 -0.655
C -0.28969 -0.69670 -1.30543 0.323
C -0.70169 -1.71901 -0.54766 -0.304
C 0.93341 -0.77432 -2.16463 -0.686
H 1.79414 -0.51016 -1.53973 0.267
H -0.02040 0.78210 2.93476 0.450
H 1.04326 -1.77629 -2.58383 0.221
H 0.82406 -0.19805 -3.07214 0.217
H -2.04309 -0.46372 0.77786 0.195
H 2.42716 -0.40733 0.83706 0.478
H 0.08751 2.34715 -0.00637 0.509
H -2.73581 -1.86662 0.25430 0.215
H -1.33508 -2.02502 1.39483 0.223
H 2.63594 1.07634 0.46464 0.480
H 0.06033 2.08938 2.12319 0.482
H -1.25428 2.62806 0.79182 0.481
H -0.37593 -2.72966 -0.61411 0.217
H -1.67981 0.57040 -0.96196 0.482
```

E_LUMO: 0.22 eV
HOMO: -9.00 eV
SMILES: C/C=C(/C)O.O.O.O
orbital gap: 9.22 eV

***

Most stable: (x) (next structure +0.348 eV)

***

(w)
The following is a DFT calculation (ωB97M-V with the def2-TZVPD basis set) of a 4-piece molecular cluster, C4H14O4 overall.

The geometry in XYZ format:
```
22
Properties=species:S:1:pos:R:3:nbo_charge:R:1
O 0.72382 -2.17031 0.13133 -0.971
O -0.33592 -1.16114 2.46432 -1.010
O 1.23166 0.20039 -1.63226 -0.716
O -2.05722 -0.76734 0.42802 -0.971
C 0.14404 0.85250 -1.10515 0.331
C 0.06376 1.58958 0.00257 -0.328
C -0.96057 0.50727 -1.96749 -0.664
C 1.29018 1.94089 0.86558 -0.647
H 1.92926 0.96305 0.93195 0.184
H 0.97440 2.13566 1.91257 0.226
H -0.81170 -0.47198 -2.38937 0.225
H -1.79052 0.16208 0.43348 0.468
H 0.10485 -1.79030 1.85509 0.514
H -0.79461 1.64798 0.73008 0.213
H -0.17810 -2.03595 -0.24200 0.493
H 1.20186 -1.55628 -0.48441 0.484
H -1.82741 -1.06812 1.30337 0.496
H 0.33322 -0.72300 3.11870 0.489
H 1.96028 2.72320 0.35806 0.223
H -1.94644 0.45676 -1.42866 0.238
H -1.02516 1.09695 -2.84929 0.229
H 2.14692 0.30568 -1.15394 0.494
```

E_LUMO: 0.39 eV
HOMO: -8.89 eV
SMILES: C/C=C(/C)O.O.O.O
orbital gap: 9.28 eV

***

(x)
The following is a DFT calculation (ωB97M-V with the def2-TZVPD basis set) of a 4-piece molecular cluster, C4H14O4 overall.

The geometry in XYZ format:
```
22
Properties=species:S:1:pos:R:3:nbo_charge:R:1
O -0.03959 1.90665 -1.05343 -0.981
O 0.85348 2.44483 1.64340 -0.942
O -0.08569 -1.04861 -1.30178 -0.724
O -3.09241 3.34595 -0.57827 -0.973
C 0.76677 -1.57576 -0.35337 0.333
C 2.12601 -1.44208 -0.98285 -0.664
C 0.46202 -2.12021 0.82009 -0.319
C -0.89303 -2.03966 1.41836 -0.676
H 2.98783 -1.64610 -0.33281 0.220
H 2.41012 -0.47156 -1.40808 0.222
H -1.85331 -2.33276 0.99731 0.226
H -0.11948 2.33649 1.58254 0.479
H 1.17164 1.55264 1.55508 0.463
H -0.83739 -2.54108 2.40243 0.229
H 0.19842 0.97944 -1.28045 0.492
H 0.75156 2.46051 -1.10097 0.481
H 1.37258 -2.34594 1.36747 0.223
H 2.13748 -2.18600 -1.77669 0.227
H -1.02530 -1.20278 -1.17519 0.494
H -2.30886 3.16956 -1.12748 0.497
H -3.83151 3.75956 -1.02239 0.476
H -1.15133 -1.00309 1.70708 0.217
```

E_LUMO: 0.50 eV
HOMO: -9.05 eV
SMILES: C/C=C(/C)O.O.O.O
orbital gap: 9.55 eV

***

Most stable: (x) (next structure +0.580 eV)

***

(w)
The following is a DFT calculation (ωB97M-V with the def2-TZVPD basis set) of a 4-piece molecular cluster, C4H14O4 overall.

The geometry in XYZ format:
```
22
Properties=species:S:1:pos:R:3:nbo_charge:R:1
O -2.10348 -0.29129 -1.04509 -0.948
O 0.69931 -0.69694 1.99853 -0.555
O 2.83871 -2.08720 -0.18102 -0.968
O 0.66716 -2.90458 -1.35114 -0.959
C -0.70345 1.15660 1.43289 -0.530
C -0.34957 -0.12747 2.12960 0.473
C -0.63316 2.30192 -0.77926 -0.605
C 0.23686 1.60921 0.33980 -0.417
H 1.07205 2.26416 0.58979 0.213
H -2.52406 -0.70122 -1.80528 0.472
H -1.68661 2.27838 -0.54520 0.215
H -1.20513 -0.62704 -1.11471 0.480
H 1.56998 -2.61229 -1.61336 0.490
H -0.21476 3.31684 -0.87821 0.200
H 2.43888 -1.46353 0.45333 0.499
H -0.78559 1.95725 2.17219 0.237
H 2.62481 -2.96881 0.10174 0.478
H -1.73937 1.02988 1.09996 0.244
H 0.58543 -3.67878 -1.95194 0.460
H -1.18294 -0.45041 2.79617 0.104
H -0.42145 1.91994 -1.77528 0.210
H 0.81640 0.77537 -0.07352 0.207
```

E_LUMO: 0.63 eV
HOMO: -9.88 eV
SMILES: CCCC=O.O.O.O
orbital gap: 10.51 eV

***

(x)
The following is a DFT calculation (ωB97M-V with the def2-TZVPD basis set) of a 4-piece molecular cluster, C4H14O4 overall.

The geometry in XYZ format:
```
22
Properties=species:S:1:pos:R:3:nbo_charge:R:1
O -1.22307 -2.01953 1.20253 -1.031
O -0.16183 0.15768 2.39124 -0.761
O -2.05777 -1.03650 -1.07542 -0.947
O -2.11635 1.36682 0.37925 -0.956
C 0.96410 -0.03158 0.07512 -0.220
C 1.75066 0.53232 -2.28019 -0.652
C 0.94371 0.34800 1.54195 -0.101
C 1.38717 0.81846 -0.85946 -0.185
H 1.87336 -0.14862 1.91708 0.161
H -1.52817 -1.82492 0.28195 0.515
H -1.47323 1.96734 -0.02324 0.479
H -1.94577 -0.18330 -0.59454 0.509
H 1.74331 1.77556 -0.47372 0.183
H -2.91117 -1.31995 -0.76833 0.471
H 0.74032 -1.06136 -0.18599 0.200
H 1.37800 -0.42376 -2.66436 0.219
H -0.73873 -0.59062 2.07855 0.507
H 1.31827 1.37461 1.60454 0.172
H 2.83961 0.33136 -2.32935 0.223
H 1.39624 1.31349 -2.94320 0.220
H -1.66673 1.23030 1.23365 0.496
H -0.51193 -2.57580 1.49192 0.498
```

E_LUMO: 0.72 eV
HOMO: -9.41 eV
SMILES: C/C=C/CO.O.O.O
orbital gap: 10.13 eV

***

Most stable: (w) (next structure +0.226 eV)

***

(w)
The following is a DFT calculation (ωB97M-V with the def2-TZVPD basis set) of an isolated molecule of C4H11NO3.

The geometry in XYZ format:
```
19
Properties=species:S:1:pos:R:3:nbo_charge:R:1
O -0.42670 -0.54231 -1.49923 -0.736
O 1.03657 1.07401 -0.90495 -0.723
O 2.67450 -1.68495 0.44177 -0.728
N 0.21856 -0.38850 0.72532 -0.672
C -2.25832 1.02563 0.38511 -0.648
C -1.07029 0.74163 1.27850 -0.223
C 1.98782 -1.34082 -0.70566 -0.095
C 0.52736 -0.14708 -0.58109 0.648
H -2.96297 1.71121 0.86795 0.220
H -1.36279 0.25235 2.20688 0.204
H -0.19117 -0.22726 -2.38036 0.487
H 2.65939 -0.83483 -1.40024 0.152
H 2.36843 -1.14096 1.17949 0.486
H -0.22897 -1.29687 0.79565 0.380
H 0.70959 1.77558 -0.32915 0.479
H -2.80645 0.11193 0.15418 0.222
H -1.95344 1.50508 -0.54596 0.216
H -0.47807 1.62956 1.49645 0.183
H 1.55698 -2.22339 -1.18465 0.150
```

E_LUMO: 0.63 eV
HOMO: -8.66 eV
SMILES: CCNC(O)(O)CO
orbital gap: 9.29 eV

***

(x)
The following is a DFT calculation (ωB97M-V with the def2-TZVPD basis set) of a 2-piece molecular cluster, C4H11NO3 overall.

The geometry in XYZ format:
```
19
Properties=species:S:1:pos:R:3:nbo_charge:R:1
O -3.01381 2.40403 -4.90575 -0.937
O 1.27795 -2.59917 2.74239 -0.615
O 1.53129 2.22250 0.72693 -0.742
N 0.97555 -0.69799 1.57688 -0.621
C 0.64014 -1.99106 1.89946 0.673
C -0.49223 -2.64660 1.17311 -0.722
C 1.09195 1.12206 -0.06239 -0.079
C 0.17621 0.20358 0.75476 -0.254
H -1.28961 -1.97192 0.85910 0.214
H -2.26930 2.93673 -4.59817 0.469
H 2.39239 2.12021 1.14985 0.476
H 0.76210 1.55168 -1.00098 0.191
H -0.30086 0.90237 1.44762 0.209
H 1.73755 -0.28888 2.08854 0.400
H -3.53314 2.96897 -5.45190 0.468
H 1.98973 0.58500 -0.42254 0.170
H -0.14321 -3.08932 0.23558 0.238
H -0.49519 -0.31013 0.08253 0.216
H -1.03751 -3.42205 1.70498 0.247
```

E_LUMO: 0.60 eV
HOMO: -9.55 eV
SMILES: CC(=O)NCCO.O
orbital gap: 10.15 eV

***

(y)
The following is a DFT calculation (ωB97M-V with the def2-TZVPD basis set) of a 2-piece molecular cluster, C4H11NO3 overall.

The geometry in XYZ format:
```
19
Properties=species:S:1:pos:R:3:nbo_charge:R:1
O 1.23421 -0.60846 2.29698 -0.970
O 0.29565 -2.15215 0.27183 -0.627
O -1.92610 2.00406 0.58941 -0.745
N -0.27008 -1.58682 -1.91694 -0.841
C -0.11526 1.04449 -0.58005 -0.424
C 1.00912 0.04901 -0.50557 -0.514
C 0.35059 -1.37319 -0.65671 0.713
C -0.94752 0.99313 0.73205 -0.072
H -1.61112 0.10402 0.85933 0.169
H 1.52017 0.17312 0.42382 0.236
H -0.82280 -2.36643 -2.19265 0.408
H -0.01379 -0.93534 -2.60305 0.385
H 2.07667 -0.26804 2.01863 0.460
H -2.72610 1.83805 1.18195 0.473
H -0.77129 1.04638 -1.55012 0.217
H -0.26597 1.15543 1.67912 0.196
H 0.30393 2.06987 -0.55471 0.219
H 0.91665 -1.33775 1.76511 0.501
H 1.76306 0.15061 -1.25847 0.217
```

E_LUMO: 0.75 eV
HOMO: -9.92 eV
SMILES: NC(=O)CCCO.O
orbital gap: 10.67 eV

***

Most stable: (x) (next structure +0.159 eV)

***

(w)
The following is a DFT calculation (ωB97M-V with the def2-TZVPD basis set) of an isolated ion of composition C4H8NOS and charge +1.

The geometry in XYZ format:
```
15
Properties=species:S:1:pos:R:3:nbo_charge:R:1
S -3.11495 -0.41617 -0.41624 0.611
O -2.18833 -1.89501 -0.60918 -0.403
N -0.93942 -1.37394 -0.67108 -0.030
C 0.06545 0.87100 -0.32876 -0.573
C -0.38334 2.10524 0.47336 -0.612
C 0.16335 -2.20828 -1.10924 -0.480
C -1.01879 -0.06865 -0.52933 0.366
H -0.78543 3.01043 -0.18201 0.252
H -1.25889 1.68773 1.17942 0.218
H 0.37113 2.51842 1.16808 0.259
H 0.74233 -2.46028 -0.19104 0.257
H 0.99920 0.29554 0.16068 0.284
H -0.37675 -3.22377 -1.29469 0.291
H 0.80283 -1.67997 -1.90226 0.273
H 0.39834 1.28044 -1.30255 0.287
```

E_LUMO: -6.11 eV
HOMO: -14.74 eV
orbital gap: 8.63 eV
net charge: +1

***

(x)
The following is a DFT calculation (ωB97M-V with the def2-TZVPD basis set) of C4H8NOS as an isolated structure.

The geometry in XYZ format:
```
15
Properties=species:S:1:pos:R:3:nbo_charge:R:1
S -2.55447 -1.41918 -1.28957 0.749
O -1.71874 -0.02621 -0.98782 -0.592
N 0.35728 0.46840 1.63978 -0.824
C -0.62572 -0.73984 -0.46402 0.090
C 0.58046 -0.11738 -0.18021 0.046
C -1.11089 -2.01385 -0.54724 -0.361
C 0.76742 1.27853 -0.78936 -0.672
H 0.72811 1.41105 1.78723 0.427
H 0.89101 -0.19126 2.18689 0.415
H 1.63416 1.81853 -0.24490 0.234
H 1.33455 1.14069 -1.65899 0.264
H -0.63699 0.32160 1.81086 0.425
H -0.87173 -2.99061 -0.33796 0.253
H 1.30604 -0.96261 -0.09208 0.269
H -0.08050 2.02215 -0.83261 0.276
```

E_LUMO: -4.47 eV
HOMO: -13.21 eV
orbital gap: 8.74 eV
net charge: +1

***

(y)
The following is a DFT calculation (ωB97M-V with the def2-TZVPD basis set) of an isolated ion of composition C4H8NOS and charge +1.

The geometry in XYZ format:
```
15
Properties=species:S:1:pos:R:3:nbo_charge:R:1
S 2.59516 0.71604 -0.43871 0.126
O -0.01665 1.09640 1.04019 -0.605
N -0.19490 -0.83228 -0.08336 -0.514
C -1.75995 0.96541 -0.54554 -0.691
C 2.27902 -0.75368 0.37069 -0.329
C -0.70026 0.32996 0.24799 0.719
C 1.08395 -1.37771 0.42393 -0.117
H 0.94851 -2.43748 0.84949 0.246
H -1.66565 0.56007 -1.54428 0.266
H -0.42023 1.93435 1.33947 0.538
H 3.84375 0.63214 -0.28714 0.144
H 3.02232 -1.42797 0.56752 0.251
H -0.71753 -1.46038 -0.66214 0.440
H -1.46790 1.97057 -0.41196 0.247
H -2.72082 0.57823 -0.12091 0.279
```

E_LUMO: -3.91 eV
HOMO: -12.81 eV
SMILES: C/C(O)=[NH+]/C=C\S
orbital gap: 8.91 eV
net charge: +1

***

(z)
The following is a DFT calculation (ωB97M-V with the def2-TZVPD basis set) of C4H8NOS as an isolated structure.

The geometry in XYZ format:
```
15
Properties=species:S:1:pos:R:3:nbo_charge:R:1
S 2.02397 0.83675 -0.18425 0.430
O 2.00787 -1.94940 0.27304 -0.660
N -0.02842 -0.84161 0.22944 -0.658
C 1.24879 -1.05249 -0.34469 0.300
C 1.09207 1.97349 0.82106 -0.328
C -2.18615 0.38098 -0.23939 -0.806
C -0.79772 0.20771 -0.35782 0.167
H 1.40824 3.01835 0.48258 0.284
H -2.61380 0.87549 0.76323 0.293
H 1.25255 -1.00310 -1.47865 0.215
H -0.09971 1.31089 1.12336 0.310
H 2.17577 -2.73378 -0.27669 0.524
H -2.74266 -0.45492 -0.55986 0.258
H -0.36586 -1.74863 0.71882 0.409
H -2.37493 1.18029 -0.97019 0.262
```

E_LUMO (alpha / beta): -6.34 / -6.34 eV
HOMO (alpha / beta): -12.42 / -12.42 eV
orbital gap (alpha / beta): 6.08 / 6.08 eV
net charge: +1

***

Most stable: (y) (next structure +1.981 eV)